Record 1
A molecular structure, C86H176F24N11O13PS6. Source: OMol25; level of theory: wB97M-V/def2-TZVPD.

The geometry in XYZ format:
```
317
Properties=species:S:1:pos:R:3:lowdin_charge:R:1
S -3.3697 1.9253 -3.0891 0.6393
S 4.0019 -3.0073 2.6778 0.6477
S 4.6469 -1.1153 0.7243 0.5830
S -2.6805 -0.1252 -4.8205 0.6059
S 0.3232 -6.3657 -3.2528 0.5968
S 1.9548 -4.2248 -3.8800 0.5744
P 2.3087 3.1869 0.1817 0.2621
F -4.7336 0.4568 -6.2815 0.1077
F 6.3514 -3.0988 0.0336 0.0915
F 2.1787 4.6800 -0.4473 -0.1714
F -3.3785 -1.0194 -7.1922 0.1454
F 1.5508 -8.4092 -2.6890 0.2575
F 7.3116 -1.5175 1.0928 0.1440
F -4.5796 -1.7495 -5.6350 0.0816
F 1.1005 -7.0357 -0.9992 0.1211
F -5.9789 1.6726 -3.1392 0.1496
F 2.2582 3.7158 1.7367 -0.1631
F 0.6813 3.1263 0.1448 -0.1646
F 3.5534 -3.2722 -5.8074 0.1202
F 4.8314 -4.8860 1.0415 0.1418
F 2.9303 -5.3219 2.0018 0.1393
F 3.9652 3.2774 0.1095 -0.1777
F 2.2488 2.6198 -1.3201 -0.1583
F -0.4116 -8.3330 -1.7508 0.1296
F -5.3200 3.3554 -2.0052 0.1823
F 4.2472 -5.0481 -4.7275 0.1551
F 6.6314 -1.0524 -0.8969 0.0878
F 4.8272 -5.5155 3.0656 0.0960
F -5.1827 1.4378 -1.1750 0.0728
F 2.3918 1.6195 0.7009 -0.1752
F 2.7471 -5.2349 -6.2248 0.1433
O 4.1505 -0.8085 -0.5671 -0.2628
O 5.2747 -2.7287 3.3306 -0.3010
O 4.8283 -0.0877 1.7446 -0.3003
O -2.1746 -1.4544 -4.5704 -0.3273
O 0.0636 -6.9806 -4.5042 -0.2652
O -3.3206 2.8608 -4.2172 -0.2830
O 0.7871 -3.6253 -4.5191 -0.3237
O -0.8049 -5.6141 -2.7884 -0.3038
O 2.7580 -3.4239 -2.9927 -0.2835
O -2.5278 2.0962 -1.9418 -0.2896
O -3.8315 -3.8549 -2.3896 0.1635
O 2.7486 -2.9458 3.4754 -0.3466
O -1.8397 0.8558 -5.5130 -0.2807
N 1.7512 -5.6456 -3.2970 -0.2687
N -3.4785 0.3583 -3.5439 -0.2600
N -9.2683 -1.0673 0.1289 -0.2215
N 4.2439 1.6103 4.9279 -0.1857
N 3.7882 -2.3173 1.2361 -0.2960
N -2.0950 -4.8151 12.7389 -0.2380
N -0.5211 -1.1650 -10.5466 -0.1715
N 7.4061 2.6924 -1.2578 -0.1641
N 0.1960 -1.1716 -0.8348 -0.1553
N -2.6689 -4.2217 -4.3860 0.0763
N -0.9571 6.8467 -1.5508 -0.2080
C 2.7612 3.5128 5.8433 -0.1498
C -1.6564 -2.0928 -11.1839 -0.0475
C 7.5271 1.8861 -2.5465 -0.1396
C -2.3426 -3.5515 11.9365 -0.2162
C -1.8803 -1.6293 -12.6256 -0.1362
C 5.6133 6.2981 -4.5146 -0.0936
C -0.3843 0.5596 3.0982 -0.0990
C -6.7709 2.5547 2.6835 -0.0860
C 4.4857 2.3319 3.6688 -0.1560
C -8.0782 1.8738 2.2390 -0.2696
C -0.9393 -2.1989 -1.2833 -0.0654
C -0.4136 3.0649 -7.6533 -0.0874
C 0.4980 -6.7138 10.8206 -0.1038
C 5.8332 4.2330 2.6475 -0.0814
C 6.4307 3.8716 -1.5417 -0.1153
C 1.4371 -4.1227 -8.9028 -0.0913
C 0.0192 3.8256 -3.6204 -0.0535
C -10.8663 -2.2249 -1.1391 -0.1579
C -3.2544 -2.2796 10.1126 -0.0597
C 3.1969 -4.4555 -5.2634 -0.6781
C 1.0706 -2.1339 0.0361 -0.0730
C -8.0756 -2.0050 0.4578 -0.1268
C 6.4104 0.8691 -4.5773 -0.0496
C -0.3531 -0.1169 -0.0130 -0.1098
C -2.8841 -3.7334 10.5507 -0.2117
C 0.6378 -3.5245 -0.2422 -0.1315
C -0.9726 6.0231 0.9357 -0.1960
C -3.3739 -5.2777 13.4044 -0.1043
C 6.3215 -1.7122 0.2355 -0.5808
C -0.0674 5.7351 -2.0870 -0.1050
C 3.4865 -0.4722 5.8624 -0.1280
C 1.9573 5.8521 6.7821 -0.1063
C -1.7302 6.3788 -0.3170 -0.1292
C -1.2628 -4.3848 13.9707 -0.0944
C 4.1296 -4.8024 2.1605 -0.6901
C 1.4489 0.3912 -4.1008 -0.0622
C 9.2530 2.0949 0.2435 -0.0947
C -10.6105 -1.7475 0.2411 -0.1186
C -1.4688 -0.4701 1.0126 -0.1570
C 5.5066 0.7705 5.2581 -0.0543
C -1.1808 -0.2671 -9.4723 -0.1134
C 0.6359 -1.9758 -10.0434 -0.1147
C -6.7707 -3.2183 2.1604 -0.0543
C 0.3688 0.0609 -3.0810 -0.2218
C 5.0023 -0.5769 5.7625 -0.1238
C 2.8989 4.6807 6.9429 -0.2204
C -8.0728 -2.4434 1.8822 -0.2284
C 6.9239 1.8174 -0.1274 -0.1396
C -1.6374 -5.8688 11.8562 -0.1128
C 3.1758 0.5146 4.7152 -0.0528
C -1.5918 0.5137 2.1449 -0.2526
C 5.4993 3.4383 3.9050 -0.2040
C 3.8071 2.4952 6.0921 -0.1319
C -1.6921 3.6749 1.9204 -0.1066
C 0.3479 -3.0685 -8.9671 -0.2033
C 8.7909 3.1980 -0.7671 -0.0514
C -5.0391 2.1410 -2.3522 -0.7035
C -1.8261 5.2352 1.9332 -0.2184
C -4.0351 -6.0959 -3.3842 0.0304
C -0.9577 8.1219 -3.4904 -0.1305
C -9.2555 0.0636 1.1300 -0.1342
C -0.0412 8.0964 -1.2589 -0.0730
C 5.5880 5.6210 -3.1181 -0.2371
C -1.9561 7.5554 -2.4607 -0.0776
C 6.7095 4.6072 -2.8432 -0.1903
C -10.4964 -0.9731 -2.0092 -0.1029
C -7.8970 0.7374 1.3107 -0.2057
C -0.0971 -5.6767 11.3230 -0.1465
C -3.9003 -0.6197 -6.0566 -0.6135
C -3.0478 -4.7676 -5.7129 -0.0007
C -0.8318 -3.3378 -0.4024 -0.1948
C 0.2644 8.6038 -2.6589 -0.1464
C -1.5191 -5.4202 15.0022 -0.1260
C -3.6288 -4.6248 -3.2782 -0.3745
C 1.0142 -0.7542 -2.0116 -0.1295
C 2.1745 -7.0338 10.8637 -0.0229
C -1.2572 2.0063 -8.3311 -0.2646
C 0.7135 -7.6669 -2.1295 -0.7405
C -9.1684 -0.5821 -1.3179 -0.0723
C 6.2379 1.2926 -3.0919 -0.1955
C -0.4306 0.9496 -8.9586 -0.2038
C -0.0544 -0.3360 -11.8073 -0.0832
C -2.9379 -5.9635 14.6227 -0.1336
C -0.9519 4.6700 -2.7226 -0.1891
C 7.8956 1.7620 0.9389 -0.1426
C -0.5017 -1.0966 -13.0254 -0.1439
H 9.4751 3.3451 -1.6065 0.1342
H -2.3982 -5.9929 11.0607 0.1294
H 0.3234 9.6911 -2.6431 0.1225
H 5.5973 3.6010 1.7731 0.0485
H 0.4672 0.4155 0.5024 0.1195
H -2.5887 -1.9311 -10.6714 0.1233
H 1.2392 -4.9301 -8.1881 0.0789
H 2.9264 4.3730 8.0420 0.1379
H 2.4494 -6.0758 11.3735 0.0539
H 2.1179 -0.4551 -4.3379 0.0829
H -8.9651 -2.9753 2.1305 0.1096
H 8.2393 1.1087 -2.3016 0.1388
H -10.2776 -3.0320 -1.5407 0.1122
H 6.5772 4.5999 -0.7250 0.1417
H -4.1174 -4.6963 -5.8658 0.0966
H -0.5933 3.1428 -4.1675 0.0429
H -0.3783 -0.5519 -3.5528 0.0633
H -8.7598 2.7030 1.8377 0.1474
H -2.4021 7.1401 0.0474 0.1260
H -2.0762 0.0878 -9.9290 0.1217
H 6.6619 0.8969 -0.6209 0.0888
H 2.2058 0.9422 4.8137 0.1096
H 10.0156 2.5161 0.8717 0.1109
H -1.7576 3.2850 0.9071 0.0634
H 8.0343 0.8118 1.3971 0.1020
H -1.2420 -3.0581 -11.2105 0.1089
H 2.8482 3.9430 4.8262 0.1150
H 1.7490 3.1049 5.7537 0.1152
H 0.0926 1.3884 -9.8378 0.1193
H -2.3598 8.3983 -1.8823 0.1386
H 0.9934 -3.9594 -1.1495 0.0829
H 7.9939 2.4185 -3.3268 0.1054
H -1.4837 -0.8992 -8.6315 0.1202
H 0.5469 6.3372 -2.7650 0.1134
H -3.9754 -4.4262 13.4340 0.1185
H -1.2617 -1.4442 1.5225 0.1142
H 2.5755 -7.8041 11.4688 0.0357
H -3.0492 -2.1350 9.0640 0.0734
H -0.6761 3.4612 2.3418 0.0873
H 1.3941 -1.2177 -9.8503 0.1345
H -2.8883 5.4791 1.7008 0.1062
H -2.9107 -7.0751 14.6624 0.1372
H -4.4609 -6.4578 -4.3351 0.0954
H 7.6932 5.0346 -2.7196 0.1205
H -0.7356 -6.1464 15.0676 0.1103
H 0.2214 3.5902 -8.3573 0.0785
H 0.2244 2.6514 -6.9400 0.0384
H -1.5707 1.5466 1.8676 0.0312
H -6.7708 -4.2556 1.8765 0.0749
H 6.4856 3.1123 4.3874 0.1385
H -1.3969 -5.0566 16.0465 0.1403
H 6.9024 4.4580 2.6648 0.0752
H -1.8675 2.4191 -9.1244 0.1176
H 5.4427 2.0741 -2.9611 0.1210
H 5.3038 -1.3441 5.0576 0.0869
H 5.4585 3.4338 -1.4738 0.0838
H -2.5525 -1.6596 10.6404 0.0680
H 1.0020 -4.1405 0.6235 0.1474
H 6.4738 6.9608 -4.7195 0.0862
H -3.6986 -5.8028 15.3879 0.1266
H -0.0600 -0.4229 3.5235 0.0861
H -2.3509 5.4540 -0.7249 0.1705
H 7.2808 0.1918 -4.5617 0.0908
H 2.4041 -3.7278 -8.6490 0.0717
H -9.9139 0.8194 0.7314 0.1416
H -0.3998 -0.5606 -13.9354 0.1208
H 5.6324 6.4173 -2.3517 0.1136
H -10.8003 -2.5023 1.0416 0.1529
H -2.4746 3.3281 2.5507 0.0626
H 0.7683 -1.9250 1.0337 0.1124
H -1.7920 5.5530 2.9989 0.1170
H -0.6083 8.8956 -0.6773 0.1622
H -0.6676 1.1412 3.9315 0.0504
H 0.4422 4.5529 -4.3182 0.0798
H -1.8761 -1.5993 -1.4412 0.1467
H -2.7461 -5.8403 -5.6783 0.1142
H 0.3608 -4.9187 11.9719 0.0319
H -8.1434 -1.5227 2.3957 0.0747
H -0.0763 0.9480 -2.6500 0.0904
H 0.9354 0.6446 -5.1252 0.0975
H -1.5761 -3.3302 14.1808 0.1535
H 0.9642 5.5091 6.8988 0.0603
H -2.5703 0.4053 2.6343 0.1197
H 3.8576 5.1291 6.8455 0.0839
H 5.9668 0.5203 -2.3874 0.0817
H -1.2388 -3.2541 0.6068 0.1188
H 2.0135 6.2699 5.7943 0.0751
H -0.2068 -4.1678 13.7088 0.1284
H -1.4294 4.0140 -1.9840 0.0806
H 0.8266 3.3498 -3.0436 0.0648
H 6.7282 3.9281 -3.7030 0.1047
H -6.3126 3.1165 1.9089 0.0581
H 1.1767 8.1882 -3.1069 0.1166
H -11.1970 -0.1556 -1.8462 0.1170
H 1.9890 1.2768 -3.7903 0.0566
H -11.3368 -0.8656 0.4281 0.1691
H 0.3377 -2.6476 -7.9757 0.1064
H -9.6144 -0.3652 2.0381 0.1261
H 6.6067 1.6690 -5.2464 0.0613
H -4.7345 -6.2763 -2.5639 0.0996
H -2.7282 -0.8913 -12.7208 0.1444
H -0.6172 6.9762 1.3629 0.1203
H -2.6575 -3.1560 -4.3399 0.1264
H -3.8387 -5.9707 12.6517 0.1581
H -6.5720 -3.1678 3.2503 0.0912
H -3.7291 -4.3578 10.6507 0.0928
H -2.0367 1.6878 -7.6356 0.0899
H -4.2724 -2.1315 10.3516 0.0694
H -1.3919 -3.0783 11.8921 0.0152
H -0.2831 -7.4543 10.5894 0.1042
H 4.7036 6.8856 -4.6007 0.0618
H -2.0516 -2.4315 -13.2913 0.1076
H -1.9895 -4.1528 9.8901 0.1510
H 5.5070 -0.7222 6.7246 0.1269
H -1.0065 3.8350 -7.1095 0.0941
H -10.3064 -1.1216 -3.0883 0.1315
H -1.4077 -6.7645 12.4591 0.1434
H 1.0354 -0.2762 -11.6975 0.1309
H -0.6518 7.3451 -4.1889 0.1074
H 0.8500 7.7125 -0.7611 0.1333
H -1.6107 5.0955 -3.4539 0.0989
H -0.7179 -2.5291 -2.3102 0.1193
H 3.6408 1.7977 6.9041 0.1330
H -2.4671 -0.4648 0.6241 0.1025
H 9.6880 1.1989 -0.2660 0.1334
H -1.3470 -4.2027 -0.7355 0.0985
H 0.4094 0.5262 -8.3574 0.1337
H 5.6127 0.2615 -4.9774 0.0697
H 7.6377 2.5058 1.7381 0.1154
H 8.5611 4.1563 -0.2732 0.1338
H 6.0068 0.6542 4.3589 0.0993
H 2.5785 -6.9532 9.7299 0.1108
H 2.1396 6.5496 7.5406 0.0635
H -5.9512 -2.7080 1.6434 0.0777
H -0.5557 -3.5583 -9.2384 0.0903
H 1.5293 -4.5997 -9.9090 0.0961
H -1.7422 -4.5180 -4.1180 0.1011
H -6.0961 1.8501 3.1617 0.0706
H -2.7395 6.8991 -2.7188 0.1168
H 3.2647 0.1194 3.7297 0.1099
H 0.5441 0.9667 2.6667 0.0637
H 0.9800 -2.4516 -10.9678 0.1293
H -7.1088 -0.0014 1.6669 0.1331
H 5.6030 5.5378 -5.2860 0.0643
H 2.1047 -1.8090 -0.0850 0.0883
H 3.5632 2.6674 3.1597 0.1245
H 0.5506 5.3797 -1.2750 0.0921
H -0.0159 5.5319 0.6902 0.0959
H -11.9306 -2.5343 -1.2717 0.1440
H -8.1726 -2.8771 -0.2275 0.1533
H 6.1748 1.4323 5.8229 0.1357
H 3.2164 -5.7840 5.2370 0.2354
H -8.8773 0.4400 -1.1823 0.1140
H 5.1559 4.1220 4.6699 0.0923
H 3.0069 -1.4471 5.6396 0.1156
H 1.8458 -0.2632 -1.5521 0.1171
H -1.4131 8.8909 -4.1120 0.1218
H 4.7565 2.9800 6.3101 0.1198
H -7.2267 -1.3980 0.1514 0.1219
H -2.9522 -2.9615 12.6113 0.1348
H 5.3658 5.1822 2.5296 0.0733
H 3.1450 -0.1893 6.8472 0.1040
H 1.3335 -1.6979 -2.4344 0.1036
H -8.3006 -1.1709 -1.7040 0.1419
H 0.2599 -3.0242 11.1315 0.1457
H 4.6191 5.0444 -2.9433 0.1281
H 5.9307 2.2423 0.1757 0.1209
H -3.1040 -6.6618 -3.2605 0.0967
H -7.0424 3.2452 3.4999 0.0855
H -0.7538 0.5962 -0.7732 0.1245
H -0.4589 0.6995 -11.6653 0.1419
H -8.6719 1.6549 3.1006 0.1045
H 4.8284 1.6269 2.9433 0.0838
H -7.5136 1.0769 0.3224 0.1226
H 0.1745 -1.9674 -13.0880 0.1293
H -2.5211 -4.2137 -6.5433 0.1208
```

Computed properties:
2S+1: 1
HOMO energy: -0.458 Ha
Total charge: +4



Record 2
2 unconnected molecules or ions with the total composition C3H8S. Source: OMol25; level of theory: wB97M-V/def2-TZVPD.

The geometry in XYZ format:
```
12
Properties=species:S:1:pos:R:3:lowdin_charge:R:1
S -3.3193 -0.0445 -0.1310 0.4115
C 0.6375 0.1673 -0.3772 -0.3885
C 1.3211 -1.1000 0.1547 -0.1364
C -0.1839 0.8240 0.5710 -0.0235
H 0.3393 1.0968 1.4992 0.0704
H 1.5175 0.8970 -0.6694 0.1418
H 2.3773 -1.4651 -0.3154 0.1211
H -3.6555 -0.7488 0.8841 -0.3410
H 0.1505 -0.1283 -1.3331 0.1056
H 0.5403 -1.8861 0.0796 0.0763
H -1.2336 1.0199 0.5325 -0.0645
H 1.6513 -0.9088 1.1302 0.0270
```

Computed properties:
2S+1: 1
HOMO energy (spin up / spin down): -0.367 / -0.295 Ha
ΔE to the lowest compared entry with this formula, charge and spin: 391.2 kJ/mol



Record 3
A molecular structure, C23H23AsHoP. Source: OMol25; level of theory: wB97M-V/def2-TZVPD.

The geometry in XYZ format:
```
49
Properties=species:S:1:pos:R:3:lowdin_spin:R:1
Ho 0.0441 -0.9259 -2.3620 3.6807
As -0.1841 0.8466 -0.1844 -0.0029
P -0.0088 -3.1040 -1.9785 0.2719
C -0.9898 -1.5529 1.4491 -0.0018
C -0.5279 4.2819 3.0909 0.0002
C -1.3891 2.2315 2.1301 0.0003
C -0.2796 1.0912 -3.2657 -0.0375
C 2.3949 -0.4951 -0.3012 0.0106
C -0.3435 2.2281 1.1924 0.0013
C -1.4775 3.2565 3.0770 0.0002
C -1.3975 -0.5228 0.5761 -0.0077
C 0.5129 4.2830 2.1586 0.0001
C 2.9726 -0.4300 2.4292 0.0091
C -2.7298 -0.5039 0.1359 -0.0061
C 1.7929 0.1532 1.9523 -0.0011
C -3.2250 -2.4861 1.4355 0.0012
C 1.4913 0.1221 0.5765 0.0100
C -0.3467 -0.7995 -4.5577 -0.0194
C -1.1680 0.2058 -3.9549 -0.0554
C 3.8611 -1.0438 1.5427 -0.0004
C 3.5729 -1.0740 0.1776 0.0099
C -1.9021 -2.5233 1.8768 -0.0013
C 0.6039 3.2597 1.2119 0.0004
C 1.0532 -0.4452 -4.3697 0.0097
C 1.0946 0.7199 -3.5733 -0.0027
C -3.6388 -1.4771 0.5646 -0.0023
H -2.1393 1.4550 2.1339 0.0000
H 4.2578 -1.5536 -0.5103 0.0006
H -0.6004 5.0769 3.8213 0.0000
H 1.4091 3.2698 0.4883 0.0002
H -0.1004 -3.5905 -0.6403 0.0197
H -1.0453 -3.9309 -2.5199 0.0819
H 1.2465 5.0784 2.1658 0.0000
H 1.9092 -0.9905 -4.7696 -0.0013
H -4.6623 -1.4551 0.2135 -0.0001
H -3.9260 -3.2444 1.7612 0.0000
H -3.0608 0.2619 -0.5531 -0.0023
H 4.7700 -1.5007 1.9131 -0.0003
H -1.5788 -3.3138 2.5426 0.0000
H 0.0217 -1.6434 1.7977 -0.0002
H 1.9886 1.2483 -3.2396 0.0026
H 1.0613 -3.9629 -2.3893 0.0263
H -2.2855 3.2582 3.7970 0.0000
H 2.1846 -0.5415 -1.3582 0.0066
H 1.1126 0.6029 2.6609 -0.0003
H -2.2562 0.2613 -3.9796 -0.0093
H 3.1942 -0.4155 3.4884 0.0007
H -0.5782 1.9717 -2.6926 -0.0002
H -0.7063 -1.6374 -5.1590 0.0083
```

Computed properties:
2S+1: 5
HOMO energy (spin up / spin down): -0.154 / -0.164 Ha
ΔE to the lowest compared entry with this formula, charge and spin: 137.7 kJ/mol
⟨S²⟩: 6.411



Record 4
2 unconnected molecules or ions with the total composition C2H8S2. Source: OMol25; level of theory: wB97M-V/def2-TZVPD.

The geometry in XYZ format:
```
12
Properties=species:S:1:pos:R:3:lowdin_charge:R:1
S -1.7104 1.6524 -0.3623 0.5960
S 1.4853 -0.6184 0.1305 0.6053
C -2.5086 1.1480 1.1825 -0.4906
C 2.0980 -1.4210 -1.3937 -0.4760
H 2.4824 -1.0487 0.9041 -0.1732
H -3.2111 1.9092 1.5012 0.0154
H 1.2847 -1.9454 -1.8820 0.0188
H 2.8623 -2.1480 -1.1393 0.0231
H 2.5282 -0.6869 -2.0687 0.0193
H -1.7565 1.0002 1.9485 0.0246
H -3.0429 0.2178 1.0245 0.0190
H -0.5116 1.9406 0.1548 -0.1819
```

Computed properties:
2S+1: 1
HOMO energy: -0.326 Ha
ΔE to the lowest compared entry with this formula, charge and spin: 37.4 kJ/mol
Structure (SMILES): CS.CS



Record 5
A molecular structure, C2HBrCl4. Source: OMol25; level of theory: wB97M-V/def2-TZVPD.

The geometry in XYZ format:
```
8
Properties=species:S:1:pos:R:3:lowdin_charge:R:1
Br 1.0298 -2.0494 0.6841 0.6031
Cl -0.7042 -1.2617 -1.6819 0.4687
Cl -1.1690 -0.0179 1.8528 0.6395
Cl 1.8146 0.0942 -1.3078 0.5888
Cl -1.5293 1.8122 -0.3535 0.5358
C -0.4167 0.7708 0.6032 -1.1616
C 0.4952 -0.6026 -0.4908 -1.6551
H 0.4796 1.2544 0.6939 -0.0192
```

Computed properties:
2S+1: 1
HOMO energy: -0.372 Ha
ΔE to the lowest compared entry with this formula, charge and spin: 18.2 kJ/mol



Record 6
A single C7H10O2 molecule. Source: OMol25; level of theory: wB97M-V/def2-TZVPD.

The geometry in XYZ format:
```
19
Properties=species:S:1:pos:R:3:lowdin_charge:R:1
O -1.4529 1.5868 -0.5813 0.0835
O -0.2404 -1.4536 1.0063 -0.0434
C -1.4932 -1.2727 -0.9431 0.0833
C 2.4510 0.1235 -1.0185 -0.1061
C -1.0378 -0.6430 0.1729 -0.3360
C -1.1011 1.4247 1.7098 0.0002
C 1.3925 -0.3903 -0.1691 -0.0403
C 1.0258 -1.3872 0.5466 -0.2133
C -1.1349 0.7622 0.3915 -0.3321
H -1.0423 2.4832 1.6284 0.0753
H 3.5083 -0.1759 -0.7908 0.0925
H -2.0937 -0.9167 -1.6745 0.0114
H 1.6666 -2.3272 0.6465 0.1528
H -2.0539 1.1771 2.1754 0.0972
H -0.2516 1.0862 2.2992 0.0925
H 2.4625 1.2114 -0.8211 0.0793
H 2.2689 -0.0490 -2.0598 0.0620
H -1.2100 -2.3691 -1.0855 0.1071
H -1.6638 1.1296 -1.4330 0.1340
```

Computed properties:
2S+1: 1
HOMO energy (spin up / spin down): -0.292 / -0.247 Ha
ΔE to the lowest compared entry with this formula, charge and spin: 523.7 kJ/mol